*w*
The following is a DFT calculation (the ωB97M-V functional and the def2-TZVPD basis) of a cluster of 2 separate species, C5H14 in total.

Its structure (SMILES) is CCC.CC. The calculation puts the lowest unoccupied orbital energy at 1.1 eV. As for the HOMO energy: -11.25 eV. For the orbital gap, the calculation gives 0.4541 Eh.

Atoms and positions in Å:
C -2.4607 -1.1807 -0.2031
C -2.1741 -1.5688 -1.6379
H -2.1096 -1.9740 0.4743
H -1.8028 -0.3980 0.1658
H -3.4953 -0.9656 0.0478
H -2.0737 -0.7568 -2.3472
H -3.0581 -2.1486 -1.9744
H -1.5011 -2.4217 -1.7488
C 1.5677 1.5912 1.0102
C 1.0074 1.2448 -0.3884
C 2.4785 0.4369 1.4660
H 2.1913 2.4887 0.9190
H 0.8098 1.8844 1.7282
H 0.0928 1.8068 -0.6112
H 3.3444 0.2659 0.8268
H 2.7594 0.6429 2.4989
H 2.0427 -0.5658 1.3892
H 1.6231 1.4348 -1.2664
H 0.7583 0.1837 -0.3488

---

*x*
The following is a DFT calculation (the ωB97M-V functional and the def2-TZVPD basis) of a cluster of 2 separate species, C5H14 in total.

Its structure (SMILES) is CCC.CC. The calculation puts the lowest unoccupied orbital energy at 1.1 eV. As for the HOMO energy: -11.30 eV. For the orbital gap, the calculation gives 0.4555 Eh.

Atoms and positions in Å:
C -0.0535 2.1600 -1.3836
C 1.4616 2.0444 -1.6111
H -0.3291 3.1769 -1.6479
H -0.6010 1.3811 -1.8930
H -0.2776 2.1296 -0.3152
H 1.7013 2.2910 -2.6486
H 2.0208 2.5971 -0.8747
H 1.7627 0.9942 -1.5992
C -0.6596 -0.9947 0.8147
C -0.7856 -1.2828 2.3402
C -0.0725 -2.1429 -0.0008
H -1.7008 -0.8873 0.4986
H -0.1129 -0.0704 0.7134
H -0.6208 -2.3071 2.5699
H -1.7928 -1.1061 2.7056
H -0.1684 -1.9173 -1.0615
H 0.9499 -2.3375 0.3243
H -0.0932 -0.6605 2.9012
H -0.6283 -3.0677 0.1678

---

*y*
The following is a DFT calculation (the ωB97M-V functional and the def2-TZVPD basis) of a cluster of 2 separate species, C5H14 in total.

Its structure (SMILES) is CCC.CC. The calculation puts the lowest unoccupied orbital energy at 1.1 eV. As for the HOMO energy: -10.73 eV. For the orbital gap, the calculation gives 0.4363 Eh.

Atoms and positions in Å:
C -1.2060 0.4333 -2.0610
C -0.5833 -0.5305 -3.1077
H -0.5199 0.9088 -1.3033
H -1.8830 1.2004 -2.6041
H -1.9407 -0.0335 -1.3514
H 0.3193 -1.0919 -2.7293
H -1.3080 -1.1830 -3.5288
H -0.1974 0.1065 -3.8878
C 0.0387 0.0364 1.7095
C 0.6708 -0.6917 2.9245
C 1.1500 0.6731 0.8763
H -0.7172 -0.6163 1.0580
H -0.6339 0.9661 1.9429
H 1.3645 -1.5231 2.6849
H 2.0268 1.2319 1.4870
H -0.0680 -1.1751 3.5495
H 1.1072 0.1177 3.6263
H 1.7388 -0.1677 0.5361
H 0.6414 1.3385 0.1785

---

Least stable = *y*

---

*w*
The following is a DFT calculation (the ωB97M-V functional and the def2-TZVPD basis) of an isolated molecule of C4H4F2O2.

Its structure (SMILES) is C=C1OCC(F)(F)O1. The calculation puts the lowest unoccupied orbital energy at 0.8 eV. As for the HOMO energy: -8.76 eV. For the orbital gap, the calculation gives 0.3499 Eh.

Atoms and positions in Å:
C 0.8083 -0.5279 0.0500
C 1.9996 -1.1589 0.0435
C -0.5039 1.2512 -0.1520
C -1.4743 0.0978 -0.0624
O 0.7596 0.8169 0.3392
O -0.4163 -1.0983 -0.0362
F -2.0782 0.0184 1.1443
F -2.3578 -0.1310 -0.9552
H 1.8467 -2.2662 0.0787
H 2.7530 -0.5001 0.3606
H -0.3960 1.5143 -1.3144
H -0.9407 1.9836 0.5040

---

*x*
The following is a DFT calculation (the ωB97M-V functional and the def2-TZVPD basis) of an isolated molecule of C4H4F2O2.

Its structure (SMILES) is C=C(O)OC=C(F)F. The calculation puts the lowest unoccupied orbital energy at 0.6 eV. As for the HOMO energy: -8.58 eV. For the orbital gap, the calculation gives 0.3372 Eh.

Atoms and positions in Å:
C -0.0622 -0.4996 0.9618
C -0.5952 -1.4545 1.7282
C 0.3559 0.5411 -1.1145
C -0.0953 1.0005 -2.2960
O -0.4627 -0.2061 -0.3063
O 0.8930 0.4032 1.3037
F 0.7931 1.7276 -2.9597
F -1.3675 0.9963 -2.6641
H -0.2857 -1.5949 2.6913
H -1.3123 -2.1415 1.2581
H 1.4504 0.5888 -0.7966
H 0.6885 0.6392 2.1941

---

Least stable = *x*